## P
Here is C3H9NS2 in the gas phase from the OMol25 dataset. Energies are from ωB97M-V with the def2-TZVPD basis set.

Each line ends with the natural charge from an NBO analysis.
Positions of all 15 atoms, in Å:
1 S -1.415 1.314 -3.599  -0.092
2 S -1.652 1.285 -1.572  0.075
3 C -0.033 0.713 -0.735  -0.530
4 C -0.342 0.531 0.727  -0.271
5 N -0.385 -0.926 1.147  -0.592
6 C 1.217 -1.318 1.342  -0.439
7 H -1.743 0.245 -4.039  0.081
8 H 0.564 -0.164 -1.226  0.245
9 H 0.776 1.552 -0.887  0.219
10 H -1.273 0.795 1.048  0.207
11 H 0.315 1.097 1.381  0.177
12 H -0.773 -0.942 2.067  0.344
13 H 1.884 -0.793 0.681  0.194
14 H 1.345 -2.387 1.353  0.203
15 H 1.515 -1.000 2.311  0.180

## Properties
LUMO energy = 0.0252 hartree
structure (SMILES) = CNCCSS
orbital gap = 9.77 eV
2S+1 = 1


## Q
Here is 3 unconnected molecules or ions with the total composition C3H9NS2 from the OMol25 dataset. Energies are from ωB97M-V with the def2-TZVPD basis set.

Each line ends with the natural charge from an NBO analysis.
Positions of all 15 atoms, in Å:
1 S -1.625 2.323 3.005  -0.147
2 S 1.958 -1.831 -1.826  0.107
3 C 1.089 -1.217 -0.542  -0.657
4 C -0.400 -0.701 -0.615  -0.427
5 C -0.896 0.122 0.517  -0.237
6 N -0.109 1.351 0.665  -0.694
7 H 2.188 -0.088 -2.736  0.074
8 H 1.198 -1.943 0.325  0.238
9 H 1.703 -0.397 -0.119  0.241
10 H -0.299 -0.005 -1.456  0.203
11 H -1.148 -1.415 -0.975  0.228
12 H -2.032 0.396 0.515  0.200
13 H -0.737 -0.392 1.473  0.198
14 H -0.327 1.700 1.621  0.310
15 H -0.565 2.095 0.148  0.363

## Properties
LUMO energy = -0.1339 hartree
orbital gap = 5.43 eV
2S+1 = 1


The structure with the greatest stability is P.


## P
Here is C3H9NS2 in the gas phase from the OMol25 dataset. Energies are from ωB97M-V with the def2-TZVPD basis set.

Each line ends with the natural charge from an NBO analysis.
Positions of all 15 atoms, in Å:
1 S 2.901 -1.822 2.408  -0.128
2 S 1.555 -1.947 0.857  0.104
3 C 0.937 -0.269 0.696  -0.553
4 C -0.348 -0.233 -0.167  -0.220
5 N -0.392 0.973 -0.934  -0.620
6 C -1.608 1.110 -1.725  -0.412
7 H 2.018 -1.876 3.414  0.120
8 H 0.757 0.196 1.670  0.212
9 H 1.674 0.356 0.193  0.222
10 H -1.190 -0.443 0.494  0.165
11 H -0.284 -1.133 -0.796  0.185
12 H -0.271 1.726 -0.268  0.352
13 H -1.923 0.129 -2.067  0.196
14 H -1.403 1.680 -2.623  0.200
15 H -2.422 1.555 -1.152  0.176

## Properties
LUMO energy = 0.0233 hartree
structure (SMILES) = CNCCSS
orbital gap = 9.60 eV
2S+1 = 1


## Q
Here is 2 unconnected molecules or ions with the total composition C3H9NS2 from the OMol25 dataset. Energies are from ωB97M-V with the def2-TZVPD basis set.

Each line ends with the natural charge from an NBO analysis.
Positions of all 15 atoms, in Å:
1 C -1.771 0.699 -1.095  -0.744
2 S -2.598 -0.286 0.196  0.071
3 S -1.181 -0.920 1.519  -0.129
4 H -0.687 0.766 -1.018  0.233
5 H -2.048 0.176 -1.999  0.224
6 H -2.211 1.689 -1.034  0.222
7 H -1.343 -0.004 2.483  0.122
8 C 2.226 -0.063 -0.826  -0.461
9 C 4.182 1.168 -1.072  -0.079
10 N 3.503 0.443 -0.287  -0.378
11 H 1.473 0.708 -0.609  0.195
12 H 2.438 -0.284 -1.870  0.192
13 H 1.848 -0.912 -0.259  0.215
14 H 5.190 1.414 -0.742  0.176
15 H 3.755 1.644 -1.944  0.141

## Properties
LUMO energy = 0.0239 hartree
structure (SMILES) = C=NC.CSS
orbital gap = 9.75 eV
2S+1 = 1


## R
Here is 2 unconnected molecules or ions with the total composition C3H9NS2 from the OMol25 dataset. Energies are from ωB97M-V with the def2-TZVPD basis set.

Each line ends with the natural charge from an NBO analysis.
Positions of all 15 atoms, in Å:
1 C -4.408 -0.912 0.223  -0.745
2 S -2.900 -0.921 1.255  0.083
3 S -1.439 -0.378 -0.104  -0.139
4 H -4.866 -1.897 0.286  0.221
5 H -5.104 -0.200 0.664  0.223
6 H -4.130 -0.779 -0.811  0.239
7 H -1.671 0.941 -0.206  0.119
8 C 4.926 1.691 0.117  -0.451
9 C 4.013 0.755 -1.787  -0.066
10 N 5.073 1.044 -1.163  -0.380
11 H 3.974 1.480 0.608  0.171
12 H 5.741 1.429 0.792  0.204
13 H 4.971 2.776 0.047  0.207
14 H 4.132 0.300 -2.761  0.173
15 H 3.030 0.771 -1.318  0.140

## Properties
LUMO energy = 0.0149 hartree
structure (SMILES) = C=NC.CSS
orbital gap = 9.49 eV
2S+1 = 1


The structure with the greatest stability is P.


## P
Here is 2 unconnected molecules or ions with the total composition C3H9NS2 from the OMol25 dataset. Energies are from ωB97M-V with the def2-TZVPD basis set.

Each line ends with the natural charge from an NBO analysis.
Positions of all 15 atoms, in Å:
1 C 3.115 -0.625 0.641  -0.779
2 S 1.801 0.383 -0.016  0.107
3 S 0.713 0.774 1.652  -0.140
4 H 2.943 -1.664 0.937  0.222
5 H 3.480 -0.144 1.551  0.226
6 H 3.975 -0.708 -0.027  0.235
7 H -0.294 -0.109 1.545  0.130
8 C -2.188 -0.831 -1.252  -0.450
9 C -2.157 0.191 -0.402  -0.023
10 N -1.702 1.469 -0.784  -0.845
11 H -1.780 -0.799 -2.254  0.197
12 H -2.427 -1.848 -0.974  0.197
13 H -2.649 0.171 0.567  0.174
14 H -0.722 1.529 -0.904  0.379
15 H -2.109 2.212 -0.279  0.370

## Properties
LUMO energy = 0.0201 hartree
structure (SMILES) = C=CN.CSS
orbital gap = 9.09 eV
2S+1 = 1


## Q
Here is 2 unconnected molecules or ions with the total composition C3H9NS2 from the OMol25 dataset. Energies are from ωB97M-V with the def2-TZVPD basis set.

Each line ends with the natural charge from an NBO analysis.
Positions of all 15 atoms, in Å:
1 C 1.211 -1.803 1.016  -0.725
2 S 2.764 -1.027 1.640  0.063
3 S 2.204 0.943 1.655  -0.142
4 H 0.802 -2.412 1.819  0.218
5 H 0.559 -0.971 0.790  0.233
6 H 1.487 -2.378 0.140  0.228
7 H 1.805 1.015 0.372  0.121
8 C -1.056 1.370 -1.763  -0.435
9 C -1.656 0.056 0.065  -0.047
10 N -0.999 0.124 -1.002  -0.405
11 H -1.327 1.135 -2.786  0.207
12 H -1.749 2.095 -1.325  0.173
13 H -0.049 1.781 -1.740  0.209
14 H -1.437 -0.593 0.912  0.170
15 H -2.562 0.664 0.207  0.132

## Properties
LUMO energy = 0.0211 hartree
structure (SMILES) = C=NC.CSS
orbital gap = 9.01 eV
2S+1 = 1


The structure with the greatest stability is P.


## P
Here is a gas-phase ion, C4H8NO (charge +1) from the OMol25 dataset. Energies are from ωB97M-V with the def2-TZVPD basis set.

Each line ends with the natural charge from an NBO analysis.
Positions of all 14 atoms, in Å:
1 C 0.073 0.710 0.844  0.199
2 C -0.027 1.949 1.256  -0.329
3 C 0.618 -0.378 0.006  0.493
4 C 0.127 -0.458 -1.409  -0.697
5 N -0.765 -0.462 0.991  -0.663
6 O 1.612 -1.190 0.371  -0.614
7 H -0.684 2.202 2.166  0.228
8 H 0.784 2.672 1.016  0.235
9 H -0.222 -1.574 -1.662  0.261
10 H 0.831 -0.294 -2.139  0.262
11 H -0.693 0.189 -1.626  0.250
12 H -0.808 -0.960 2.006  0.450
13 H -1.668 -0.401 0.627  0.413
14 H 2.026 -1.500 -0.449  0.514

## Properties
<S²> = 2.006
charge = +1
LUMO energy (alpha / beta) = -0.1217 / -0.2810 hartree
orbital gap (alpha / beta) = 7.70 / 8.49 eV
2S+1 = 3


## Q
Here is a gas-phase ion, C4H8NO (charge +1) from the OMol25 dataset. Energies are from ωB97M-V with the def2-TZVPD basis set.

Each line ends with the natural charge from an NBO analysis.
Positions of all 14 atoms, in Å:
1 C -1.254 0.140 -0.083  0.111
2 C -2.429 0.017 -0.636  -0.305
3 C 0.197 0.190 -0.088  0.323
4 C 1.191 -0.888 -0.340  -0.684
5 N -0.546 0.385 1.099  -0.502
6 O 0.744 1.603 -0.461  -0.661
7 H -3.325 0.047 -0.041  0.221
8 H -2.541 -0.121 -1.697  0.223
9 H 2.114 -0.719 0.217  0.237
10 H 1.408 -1.004 -1.399  0.262
11 H 0.760 -1.826 0.010  0.271
12 H 0.400 2.228 0.233  0.563
13 H -0.528 -0.200 1.921  0.397
14 H 1.721 1.606 -0.522  0.546

## Properties
<S²> = 2.005
charge = +1
LUMO energy (alpha / beta) = -0.1370 / -0.2457 hartree
orbital gap (alpha / beta) = 5.95 / 9.38 eV
2S+1 = 3


The structure with the greatest stability is P.


## P
Here is 3 unconnected molecules or ions with the total composition C4H13NO2 from the OMol25 dataset. Energies are from ωB97M-V with the def2-TZVPD basis set.

Each line ends with the natural charge from an NBO analysis.
Positions of all 20 atoms, in Å:
1 C -1.657 1.578 1.692  -0.706
2 C -0.918 0.711 0.777  0.016
3 C 0.331 1.006 0.285  0.038
4 N 1.006 0.298 -0.634  -0.345
5 C 1.355 0.938 -1.919  -0.438
6 H -2.541 1.166 2.170  0.270
7 H -1.017 2.081 2.399  0.260
8 H -2.010 2.466 1.132  0.288
9 H -1.477 -0.145 0.402  0.218
10 H 0.856 1.829 0.756  0.231
11 H 0.627 -0.627 -0.867  0.429
12 H 0.470 1.307 -2.445  0.232
13 H 1.978 1.827 -1.796  0.241
14 H 1.893 0.215 -2.520  0.248
15 H 1.079 -1.109 2.428  0.459
16 H 0.617 -1.897 1.270  0.444
17 O 1.290 -1.896 1.959  -0.896
18 H -1.605 -2.286 -1.212  0.486
19 H -1.683 -1.117 -2.262  0.483
20 O -1.141 -1.830 -1.914  -0.956

## Properties
<S²> = 0.768
charge = +1
LUMO energy (alpha / beta) = -0.1445 / -0.2738 hartree
orbital gap (alpha / beta) = 10.83 / 7.59 eV
2S+1 = 2


## Q
Here is 2 unconnected molecules or ions with the total composition C4H13NO2 from the OMol25 dataset. Energies are from ωB97M-V with the def2-TZVPD basis set.

Each line ends with the natural charge from an NBO analysis.
Positions of all 20 atoms, in Å:
1 C -0.501 -1.613 1.403  -0.487
2 N -1.297 -0.861 0.486  -0.100
3 C -0.763 -0.652 -0.831  -0.296
4 C -0.600 0.796 -1.271  -0.452
5 C 0.335 1.714 -0.518  -0.083
6 O -0.196 2.269 0.696  -0.683
7 H -0.986 -1.818 2.349  0.261
8 H -0.292 -2.576 0.931  0.266
9 H 0.441 -1.112 1.651  0.276
10 H -1.751 -0.041 0.893  0.407
11 H 0.133 -1.216 -0.928  0.262
12 H -1.448 -1.125 -1.504  0.287
13 H -0.208 0.710 -2.267  0.263
14 H -1.560 1.282 -1.441  0.246
15 H 0.469 2.589 -1.135  0.226
16 H 1.347 1.349 -0.316  0.167
17 H -0.559 1.587 1.267  0.437
18 H 3.370 -1.221 -0.350  0.496
19 H 2.092 -0.604 0.171  0.450
20 O 2.450 -1.437 -0.147  -0.941

## Properties
<S²> = 0.754
charge = +1
LUMO energy (alpha / beta) = -0.1234 / -0.2982 hartree
orbital gap (alpha / beta) = 11.46 / 6.69 eV
2S+1 = 2


The structure with the greatest stability is P.


## P
Here is a gas-phase ion, C5H6NO (charge +1) from the OMol25 dataset. Energies are from ωB97M-V with the def2-TZVPD basis set.

Each line ends with the natural charge from an NBO analysis.
Positions of all 13 atoms, in Å:
1 C 0.133 -1.814 -0.606  -0.014
2 C -0.640 -1.498 0.560  -0.192
3 C 0.360 1.912 0.197  -0.625
4 C 0.698 0.591 -0.503  -0.176
5 C 1.680 2.401 0.476  0.922
6 N 0.271 -0.589 -0.200  -0.189
7 O 2.766 2.704 0.569  -0.246
8 H 0.430 -2.505 -1.366  0.260
9 H -1.799 -1.286 0.572  0.194
10 H -0.453 -1.764 1.555  0.205
11 H -0.356 2.560 -0.323  0.310
12 H -0.126 1.338 1.027  0.341
13 H 1.263 0.673 -1.361  0.211

## Properties
charge = +1
LUMO energy = -0.1801 hartree
orbital gap = 7.05 eV
2S+1 = 1


## Q
Here is a gas-phase ion, C5H6NO (charge +1) from the OMol25 dataset. Energies are from ωB97M-V with the def2-TZVPD basis set.

Each line ends with the natural charge from an NBO analysis.
Positions of all 13 atoms, in Å:
1 C 0.430 0.944 0.067  0.258
2 C 1.660 0.571 -0.057  -0.343
3 C -0.905 1.368 -0.282  -0.257
4 C -0.850 -1.145 -0.108  -0.444
5 C 2.727 -0.187 0.125  0.755
6 N -0.758 0.119 0.486  -0.412
7 O 3.658 -0.790 0.384  -0.315
8 H -1.423 2.292 0.183  0.294
9 H -1.084 1.299 -1.370  0.275
10 H 0.173 -1.402 -0.280  0.221
11 H -1.282 -1.933 0.477  0.256
12 H -1.193 -1.163 -1.108  0.240
13 H -1.153 0.027 1.483  0.472

## Properties
charge = +1
LUMO energy = -0.2075 hartree
structure (SMILES) = C[N@@H+]1CC1=C=C=O
orbital gap = 8.40 eV
2S+1 = 1


The structure with the greatest stability is Q.